Entry 1:
The following is a quantum chemistry calculation of a structure of composition H11O6Y in a non-equilibrium geometry, from the OMol25 dataset.

Last column: Mulliken charge in e.
Geometry (Å):
Y: -1.550 -1.677 -0.993  1.880
O: -0.025 -0.218 -0.232  -0.759
H: 0.000 0.752 -0.120  0.413
O: 2.820 -0.099 0.676  -0.585
H: 3.267 0.234 -0.103  0.345
H: 1.912 0.183 0.571  0.349
O: 1.509 1.361 -1.847  -0.637
H: 0.922 0.847 -1.292  0.149
H: 1.916 1.988 -1.250  0.363
O: -0.662 0.672 2.139  -0.606
H: -0.265 0.044 2.743  0.317
H: -0.504 0.303 1.271  0.373
O: -1.960 0.679 -2.040  -0.529
H: -2.447 1.393 -1.628  0.340
H: -1.450 1.104 -2.730  0.343
O: -1.232 -2.448 1.235  -0.476
H: -0.385 -2.610 1.652  0.351
H: -1.866 -2.508 1.949  0.369

Summary:
**LUMO energy**: -11.2655 eV
**Charge**: +2

---

Entry 2:
The following is a quantum chemistry calculation of the ion C5H7N2 with charge +1 in a non-equilibrium geometry, from the OMol25 dataset.

Last column: natural (NBO) charge in e.
Geometry (Å):
C: -0.071 1.780 0.700  0.185
C: 0.694 -0.089 1.172  0.257
C: -0.851 -0.207 0.459  0.266
C: 1.180 -0.593 -0.270  -0.389
C: -0.268 -1.000 -0.708  -0.455
N: -0.409 -0.686 1.673  -0.553
N: -1.042 1.214 0.192  -0.486
H: 0.260 2.823 0.699  0.250
H: 1.475 0.284 -0.787  0.236
H: 1.757 -1.456 -0.283  0.258
H: -0.805 -2.063 -0.769  0.278
H: -0.499 -0.574 -1.741  0.239
H: -0.791 -0.723 2.618  0.454
H: -1.838 1.565 -0.502  0.459

Summary:
**LUMO energy**: -4.5988 eV
**Charge**: +1

---

Entry 3:
The following is a quantum chemistry calculation of a cluster of 8 separate species, C24H51O21P in total in a non-equilibrium geometry, from the OMol25 dataset.

Last column: Mulliken charge in e.
Geometry (Å):
C: 0.514 1.688 2.287  -0.921
C: 1.003 0.517 1.748  -0.458
C: 1.738 0.616 0.449  -0.477
P: 3.652 0.677 0.696  0.162
H: 1.256 2.403 2.614  0.319
H: -0.547 1.887 2.311  0.270
H: 0.880 -0.433 2.249  0.577
H: 1.442 -0.191 -0.218  0.027
H: 1.479 1.554 -0.025  0.414
H: 3.486 1.830 1.517  0.018
H: 3.625 -0.607 1.320  0.022
H: 3.805 0.745 -0.734  -0.010
H: 5.095 0.748 0.859  0.070
C: -2.694 6.982 4.611  -0.489
O: -2.419 5.903 3.714  -0.318
C: -1.424 6.143 2.863  0.794
O: -0.776 7.154 2.799  -0.547
O: -1.270 5.066 2.091  -0.315
C: -0.228 5.183 1.121  -0.661
H: -3.518 6.668 5.244  0.234
H: -1.828 7.194 5.235  0.293
H: -2.992 7.873 4.063  0.173
H: 0.735 5.326 1.606  0.312
H: -0.429 6.001 0.432  0.367
H: -0.204 4.249 0.566  0.152
C: 2.400 0.723 -3.746  -0.398
O: 2.549 2.131 -3.542  -0.169
C: 2.799 2.823 -4.653  0.678
O: 2.902 2.368 -5.761  -0.542
O: 2.914 4.110 -4.322  -0.311
C: 3.185 4.976 -5.425  -0.645
H: 2.205 0.280 -2.773  -0.163
H: 1.560 0.513 -4.405  0.409
H: 3.313 0.292 -4.150  0.317
H: 2.376 4.937 -6.152  0.298
H: 4.129 4.714 -5.897  0.293
H: 3.254 5.982 -5.022  0.217
C: -1.715 -1.786 1.705  -0.864
O: -0.938 -2.856 1.167  -0.138
C: -1.201 -4.062 1.671  0.730
O: -2.017 -4.306 2.520  -0.601
O: -0.400 -4.938 1.068  -0.226
C: -0.566 -6.292 1.493  -0.685
H: -1.377 -0.889 1.194  0.219
H: -2.777 -1.928 1.513  0.364
H: -1.536 -1.676 2.773  0.357
H: -1.574 -6.638 1.276  0.234
H: -0.348 -6.391 2.555  0.325
H: 0.144 -6.886 0.926  0.239
C: 1.134 -2.972 -1.023  -0.916
O: 2.036 -2.395 -1.980  -0.310
C: 3.181 -3.053 -2.131  0.711
O: 3.500 -4.054 -1.542  -0.571
O: 3.909 -2.399 -3.039  -0.277
C: 5.191 -2.968 -3.315  -0.606
H: 0.255 -2.338 -1.000  0.358
H: 0.839 -3.975 -1.319  0.580
H: 1.583 -2.986 -0.033  0.305
H: 5.091 -3.970 -3.720  0.206
H: 5.808 -2.981 -2.418  0.329
H: 5.659 -2.331 -4.059  0.224
C: 4.247 -6.568 -3.201  -0.587
O: 5.283 -7.240 -3.926  -0.324
C: 4.844 -8.093 -4.849  0.743
O: 3.693 -8.328 -5.104  -0.538
O: 5.904 -8.643 -5.443  -0.323
C: 5.578 -9.587 -6.464  -0.632
H: 4.728 -5.911 -2.487  0.212
H: 3.631 -5.973 -3.873  0.258
H: 3.629 -7.283 -2.661  0.392
H: 5.014 -9.110 -7.264  0.294
H: 5.014 -10.421 -6.052  0.295
H: 6.519 -9.955 -6.862  0.219
C: -6.733 11.844 5.872  -0.627
O: -5.857 12.316 4.847  -0.323
C: -4.763 11.576 4.679  0.803
O: -4.478 10.586 5.301  -0.532
O: -4.039 12.121 3.703  -0.313
C: -2.824 11.423 3.411  -0.569
H: -7.575 12.530 5.904  0.219
H: -7.095 10.844 5.638  0.294
H: -6.233 11.847 6.838  0.291
H: -3.033 10.408 3.079  0.229
H: -2.170 11.409 4.281  0.288
H: -2.338 11.968 2.608  0.232
C: -7.250 -6.627 -0.543  -0.625
O: -6.944 -6.768 0.845  -0.337
C: -5.737 -6.313 1.188  0.787
O: -4.933 -5.819 0.440  -0.542
O: -5.578 -6.502 2.494  -0.321
C: -4.313 -6.050 2.995  -0.404
H: -8.248 -7.031 -0.684  0.214
H: -7.244 -5.579 -0.834  0.292
H: -6.546 -7.191 -1.151  0.293
H: -4.198 -4.984 2.844  0.271
H: -3.499 -6.588 2.519  0.122
H: -4.301 -6.261 4.061  0.271

Summary:
**LUMO energy**: -0.0166 eV
**Structure (SMILES)**: C=CC[PH4].COC(=O)OC.COC(=O)OC.COC(=O)OC.COC(=O)OC.COC(=O)OC.COC(=O)OC.COC(=O)OC